Density functional theory data (ωB97M-V with the def2-TZVPD basis set) for C25H22F2N5OPd as an isolated structure.

```
56
Properties=species:S:1:pos:R:3:forces:R:3
Pd -1.8572 0.5921 2.2015 -0.2325 -0.1866 -0.3382
F -4.5244 -3.0449 -0.6114 -0.0048 -0.0566 -0.0686
C -3.3900 -2.3384 -0.4964 -0.0864 0.3319 0.3519
C -3.2576 -1.3797 0.4268 0.1981 -0.2126 -0.1716
C -1.9676 -0.6949 0.5995 0.0611 0.4789 0.5426
C -0.8951 -0.9248 -0.4632 -0.2315 0.1185 0.0207
C -1.3050 -1.8229 -1.5615 -0.2826 -0.0158 0.0090
F -0.5435 -1.8960 -2.6835 0.1036 0.0178 0.0025
C -2.4115 -2.5700 -1.5148 0.1412 -0.0848 -0.2592
C 0.9068 0.8337 0.4004 0.1560 -0.0138 0.0030
C 2.1499 1.4118 0.1499 -0.0134 -0.0447 -0.0068
C 2.7864 2.1107 1.1596 0.0034 0.0144 -0.0018
C 2.1849 2.1979 2.4031 -0.0395 -0.0311 0.0256
C 0.9642 1.5724 2.5765 0.3032 -0.0374 -0.0857
N 0.3340 0.9262 1.5913 -0.3858 0.0711 0.3264
H -4.0954 -1.0753 1.0377 -0.0582 -0.0667 -0.0216
H -2.6316 -3.2774 -2.3034 0.0349 0.0353 -0.0174
H 2.6216 1.3257 -0.8181 -0.0097 0.0764 0.0328
H 3.7416 2.5835 0.9741 0.0050 -0.0156 -0.0074
H 2.6437 2.7394 3.2179 0.0118 -0.0384 0.0151
H 0.4690 1.5668 3.5385 -0.0380 0.0662 -0.0028
C 0.8839 0.1508 -4.2921 0.0828 -0.0013 -0.4291
N 0.7672 0.6881 -2.9384 0.0399 -0.4846 0.2092
N 1.0076 -0.0944 -1.8666 0.0451 0.3699 -0.0902
C 0.0977 0.2395 -0.7727 -0.3483 0.2899 0.4711
O -0.8136 -1.5767 0.7751 0.3573 -0.4481 -0.2697
C -0.6638 1.3964 -1.3618 0.2991 -0.3566 -0.3025
C -0.2436 1.6041 -2.6118 -0.4188 0.3975 0.1610
C -0.6657 2.6192 -3.6157 0.1655 -0.1316 -0.0384
C 2.1168 -0.9258 -1.7378 0.3677 -0.5331 -0.0953
C 3.2168 -0.8246 -2.5968 -0.0875 0.1693 0.0929
C 4.2965 -1.6715 -2.4286 0.0802 -0.0188 -0.0355
C 4.3051 -2.6183 -1.4140 -0.0485 0.0292 0.0220
C 3.2232 -2.6998 -0.5467 0.0668 -0.0213 -0.0132
C 2.1348 -1.8637 -0.6974 -0.2338 0.0973 -0.0711
H 1.3755 -0.8149 -4.2697 -0.0176 0.0253 0.0737
H 1.4551 0.8357 -4.9179 0.0203 -0.0152 0.0483
H -0.1085 0.0210 -4.7239 -0.0379 0.0237 0.1125
H -1.4081 1.9247 -0.7901 -0.0499 0.0107 -0.0631
H -1.3516 3.3245 -3.1562 -0.0231 -0.0069 0.0051
H -1.1632 2.1519 -4.4665 -0.0195 0.0418 -0.0093
H 0.2056 3.1629 -3.9851 -0.0584 0.0456 -0.0334
H 3.2556 -0.0620 -3.3619 0.0032 0.0065 0.0116
H 5.1451 -1.5773 -3.0928 -0.0038 -0.0140 0.0081
H 5.1532 -3.2775 -1.2916 0.0006 0.0029 -0.0047
H 3.2185 -3.4228 0.2575 0.0158 -0.0025 -0.0100
H 1.3024 -1.9493 -0.0109 -0.0094 -0.0012 0.0014
N -3.4480 -0.0936 4.7138 -0.0891 0.0084 0.2420
C -3.7618 0.0421 6.0149 0.0220 0.0572 0.0456
C -3.1473 1.1897 6.4533 0.0378 0.0242 0.0375
C -2.4734 1.6855 5.3283 -0.0945 0.0683 0.0416
N -2.6663 0.9045 4.2750 0.2721 0.0740 -0.2170
H -3.7266 -0.8276 4.0896 0.0222 -0.0673 -0.1209
H -4.3874 -0.6672 6.5295 0.0007 -0.0218 -0.0609
H -3.1769 1.6116 7.4422 -0.0119 -0.0137 -0.0165
H -1.8782 2.5792 5.2435 0.0172 -0.0099 -0.0512
```
Forces are in eV/Å.

multiplicity = 3
total charge = +1
energy relative to the best compared isomer or geometry (same formula, charge and spin) = 83.9 kcal per mole
electronic energy = -44683.72743 eV
max |F| = 0.726 eV Å⁻¹
highest occupied orbital energy (spin up / spin down) = -9.49 / -10.63 eV